[1]
91
Properties=species:S:1:pos:R:3 method="wB97M-V/def2-TZVPD" max_force_ev_per_a=3.3 homo_ev=-10.507 total_charge=0 total_energy_ha=-3270.62070
C 3.513 -1.335 4.847
C 4.369 -0.053 4.942
C 3.823 1.078 4.057
C 2.767 1.899 4.800
C 2.142 3.000 3.937
C 1.153 2.463 2.886
C -0.256 2.169 3.448
C -0.470 0.646 3.578
C -1.776 0.284 4.293
C -1.715 -1.062 5.041
Si -1.151 -2.572 4.081
O -0.966 -2.293 2.444
Si 0.395 -2.619 1.592
Cl 0.792 -0.980 0.412
H 4.057 -2.158 4.383
H 2.589 -1.147 4.295
H 3.205 -1.667 5.841
H 5.412 -0.263 4.705
H 4.342 0.282 5.983
H 4.625 1.735 3.712
H 3.372 0.615 3.173
H 2.011 1.218 5.201
H 3.290 2.388 5.628
H 2.951 3.510 3.406
H 1.609 3.705 4.579
H 1.558 1.522 2.500
H 1.104 3.150 2.040
H -0.983 2.512 2.708
H -0.396 2.644 4.420
H -0.430 0.240 2.571
H 0.358 0.270 4.192
H -2.621 0.333 3.601
H -1.945 1.069 5.037
H -2.677 -1.258 5.520
H -0.990 -0.934 5.853
H -2.156 -3.647 4.232
H 0.121 -3.084 4.642
H 0.227 -3.790 0.719
H 1.572 -2.782 2.459
O -0.474 5.095 -0.860
P 0.620 5.170 -1.825
O 0.170 5.627 -3.283
C -0.588 6.838 -3.443
C 0.254 8.084 -3.252
O 1.088 3.684 -2.227
C 0.761 2.561 -1.403
C -0.324 1.725 -2.044
O 2.005 5.855 -1.550
C 3.262 5.427 -2.103
C 3.375 5.656 -3.591
H -1.432 6.830 -2.750
H -0.989 6.804 -4.454
H 0.614 8.165 -2.225
H -0.336 8.972 -3.477
H 1.126 8.064 -3.905
H 0.458 2.888 -0.408
H 1.676 1.975 -1.293
H -1.197 2.332 -2.284
H -0.629 0.922 -1.374
H 0.031 1.286 -2.978
H 3.454 4.388 -1.840
H 4.009 6.024 -1.579
H 2.736 4.973 -4.150
H 4.408 5.486 -3.899
H 3.094 6.676 -3.852
O -4.108 -6.969 -2.822
P -3.074 -5.955 -3.015
O -3.592 -4.459 -2.858
C -4.300 -4.071 -1.669
C -3.381 -3.948 -0.472
O -2.694 -5.862 -4.576
C -3.014 -6.922 -5.480
C -4.173 -6.527 -6.368
O -1.647 -6.002 -2.362
C -0.444 -5.484 -2.956
C -0.414 -3.976 -3.041
H -5.103 -4.784 -1.473
H -4.760 -3.110 -1.897
H -2.959 -4.917 -0.198
H -3.923 -3.556 0.390
H -2.547 -3.282 -0.697
H -3.239 -7.840 -4.937
H -2.119 -7.104 -6.080
H -5.025 -6.215 -5.764
H -4.476 -7.361 -7.002
H -3.896 -5.686 -7.006
H -0.276 -5.946 -3.927
H 0.356 -5.833 -2.302
H -1.112 -3.604 -3.790
H 0.591 -3.656 -3.321
H -0.670 -3.525 -2.083

[2]
99
Properties=species:S:1:pos:R:3 method="wB97M-V/def2-TZVPD" max_force_ev_per_a=1.9 homo_ev=-6.990 total_charge=0 total_energy_ha=-5221.40712
C 0.224 0.970 3.949
C -0.111 1.491 2.729
C -0.168 0.779 1.379
P -1.843 1.345 0.655
C -2.760 -0.084 -0.081
C -2.905 1.823 2.082
C -2.915 3.343 2.314
C 1.111 1.385 0.649
C 0.862 2.157 -0.648
C 0.264 1.410 -1.820
O 1.291 0.780 -2.587
P 2.142 2.582 1.759
N 1.371 4.086 1.549
O 3.510 2.713 0.828
O 2.062 0.317 0.545
C 1.750 -0.593 1.541
O 2.558 -1.085 2.247
C 0.221 -0.754 1.412
C 0.131 -1.450 0.024
N 1.070 -2.572 -0.045
P -0.621 -1.871 2.632
O -1.179 -3.157 1.823
O -1.959 -1.070 3.077
S 0.394 -2.476 4.136
H 1.079 1.322 4.527
H -0.350 0.168 4.393
H -0.416 2.533 2.674
H -3.802 0.228 -0.127
H -2.399 -0.257 -1.094
H -2.677 -1.007 0.491
H -3.910 1.531 1.762
H -2.698 1.251 2.985
H -1.974 3.820 2.041
H -3.725 3.808 1.755
H -3.128 3.526 3.371
H 1.841 2.511 -0.992
H 0.266 3.037 -0.425
H -0.254 2.138 -2.455
H -0.488 0.674 -1.536
H 0.850 0.278 -3.280
H 1.463 4.504 0.631
H 1.639 4.734 2.275
H 3.548 2.051 0.124
H 0.400 -0.765 -0.772
H -0.878 -1.806 -0.189
H 0.730 -3.233 -0.735
H 1.158 -3.049 0.844
H -1.965 -2.934 1.303
H -2.768 -1.522 2.809
C 2.157 -5.819 -2.520
S 0.629 -4.981 -2.927
O -0.134 -4.809 -1.653
C -0.120 -6.348 -3.810
H 2.760 -5.138 -1.921
H 1.940 -6.719 -1.944
H 2.687 -6.064 -3.442
H -0.187 -7.214 -3.151
H 0.486 -6.576 -4.687
H -1.116 -6.039 -4.119
C 5.397 -0.202 6.999
S 4.702 0.941 5.796
O 3.429 1.452 6.374
C 4.267 -0.298 4.579
H 5.696 0.374 7.873
H 4.641 -0.935 7.281
H 6.268 -0.695 6.568
H 3.587 -1.028 5.019
H 5.172 -0.786 4.215
H 3.773 0.207 3.753
C -7.928 5.733 2.013
S -6.140 5.778 1.852
O -5.729 4.473 1.267
C -5.781 5.698 3.610
H -8.351 5.730 1.011
H -8.223 4.828 2.543
H -8.266 6.620 2.550
H -6.222 4.795 4.031
H -6.180 6.586 4.100
H -4.700 5.670 3.726
C -2.691 1.720 -6.133
S -2.301 1.582 -4.385
O -2.613 0.188 -3.970
C -3.638 2.625 -3.799
H -1.985 1.100 -6.680
H -3.707 1.368 -6.309
H -2.585 2.759 -6.444
H -4.591 2.214 -4.132
H -3.500 3.637 -4.181
H -3.597 2.635 -2.711
C 5.545 -3.958 -4.680
S 4.736 -4.693 -6.104
O 3.783 -5.710 -5.581
C 6.170 -5.589 -6.708
H 4.798 -3.385 -4.134
H 5.946 -4.746 -4.042
H 6.340 -3.294 -5.018
H 6.529 -6.266 -5.933
H 6.947 -4.879 -6.988
H 5.861 -6.158 -7.582

[3]
86
Properties=species:S:1:pos:R:3 method="wB97M-V/def2-TZVPD" max_force_ev_per_a=3.2 homo_ev=-8.631 total_charge=0 total_energy_ha=-1486.78292 relative_energy_kj_mol=103.0
O 0.101 -1.725 -3.554
H 0.830 -1.165 -3.132
H 0.353 -1.723 -4.493
O -0.831 1.252 -4.098
H 0.008 1.322 -3.651
H -1.124 0.340 -3.970
O 1.940 -3.847 -1.434
H 1.576 -3.662 -2.323
H 1.363 -3.360 -0.830
C -3.578 -2.166 -3.579
C -4.000 -2.364 -2.124
C -4.852 -3.571 -2.043
C -5.020 -4.268 -0.708
C -3.654 -4.392 0.065
C -2.764 -3.181 0.006
N -2.698 -2.728 -1.360
O -1.947 -1.503 -1.385
C -3.396 -2.237 1.061
C -1.333 -3.368 0.534
C -4.691 -1.119 -1.625
H -4.454 -2.161 -4.286
H -2.848 -2.905 -3.872
H -3.111 -1.197 -3.679
H -5.861 -3.301 -2.455
H -4.361 -4.275 -2.703
H -5.414 -5.280 -0.786
H -5.682 -3.662 -0.192
H -3.043 -5.241 -0.321
H -3.854 -4.515 1.098
H -3.228 -2.586 2.052
H -2.999 -1.235 1.126
H -4.469 -2.115 1.007
H -0.654 -3.938 -0.194
H -0.794 -2.425 0.692
H -1.309 -3.807 1.510
H -4.025 -0.252 -1.625
H -5.066 -1.111 -0.618
H -5.470 -0.836 -2.265
H -1.146 -1.699 -1.861
C 2.017 1.330 0.582
C 1.110 1.562 -0.631
C 0.650 2.998 -0.700
C 1.708 3.897 -1.243
C 2.237 3.426 -2.606
C 2.733 1.997 -2.586
N 1.705 1.207 -1.924
O 1.998 -0.164 -1.945
C 3.033 1.512 -3.991
C 4.169 2.006 -1.931
C -0.098 0.656 -0.387
H 2.523 0.396 0.500
H 1.361 1.107 1.418
H 2.541 2.252 0.814
H -0.277 3.127 -1.295
H 0.260 3.265 0.272
H 2.539 3.914 -0.491
H 1.267 4.960 -1.243
H 2.949 4.146 -3.054
H 1.326 3.414 -3.309
H 2.185 1.393 -4.728
H 3.805 2.224 -4.507
H 3.571 0.511 -3.960
H 4.828 2.689 -2.572
H 4.169 2.343 -0.909
H 4.524 0.979 -1.983
H 0.269 -0.373 -0.129
H -0.761 0.508 -1.195
H -0.717 1.033 0.440
H 2.796 -0.383 -1.447
C 2.774 0.557 5.500
C 2.763 1.519 6.707
C 2.333 2.935 6.301
O 3.061 3.390 5.249
C 2.437 4.435 4.573
N 1.894 0.966 7.799
H 1.760 0.746 5.055
H 2.860 -0.467 5.816
H 3.494 0.955 4.706
H 3.787 1.440 7.070
H 2.458 3.550 7.201
H 1.275 2.920 6.016
H 1.435 4.134 4.228
H 3.100 4.703 3.732
H 2.454 5.295 5.161
H 0.943 0.921 7.489
H 2.255 0.072 8.151

[4]
90
Properties=species:S:1:pos:R:3 method="wB97M-V/def2-TZVPD" max_force_ev_per_a=6.1 homo_ev="-8.703 / -8.504" total_charge=0 spin_multiplicity=2 s2=0.757 total_energy_ha=-2656.34951
O 19.001 32.131 -1.220
V 19.111 32.830 -2.623
O 18.582 31.866 -3.763
C 15.866 35.204 -4.132
C 16.708 35.592 -2.896
C 15.786 35.624 -1.654
O 17.719 34.630 -2.629
H 15.269 36.038 -4.500
H 15.185 34.361 -4.011
H 16.431 34.766 -4.955
H 16.989 36.587 -3.243
H 16.239 35.868 -0.693
H 15.282 34.665 -1.534
H 14.976 36.328 -1.844
C 23.187 34.869 -3.258
C 22.480 33.539 -2.950
C 23.258 32.670 -1.897
O 21.146 33.771 -2.511
H 23.082 35.547 -2.411
H 22.725 35.372 -4.108
H 24.192 34.622 -3.601
H 22.411 32.928 -3.850
H 23.316 33.150 -0.920
H 24.260 32.503 -2.291
H 22.916 31.668 -1.635
C 20.087 36.871 -5.427
C 19.937 35.540 -6.072
C 21.114 35.020 -7.012
O 21.013 35.878 -8.174
C 22.131 35.735 -9.097
N 19.569 34.543 -5.069
H 20.500 37.580 -6.144
H 20.731 36.947 -4.550
H 19.110 37.229 -5.104
H 19.000 35.545 -6.630
H 20.977 33.987 -7.331
H 22.086 35.089 -6.523
H 22.031 34.779 -9.611
H 23.085 36.030 -8.659
H 21.966 36.372 -9.967
H 20.375 34.445 -4.468
H 18.812 34.992 -4.574
C 23.552 33.960 2.003
O 22.482 34.819 1.630
C 21.359 34.107 1.150
C 20.292 34.976 0.470
N 21.072 35.960 -0.267
C 20.010 36.773 -1.017
C 20.435 37.968 -1.854
O 20.697 39.008 -0.939
C 20.508 40.269 -1.563
H 24.201 34.304 2.808
H 24.095 33.779 1.075
H 23.263 32.931 2.217
H 20.868 33.612 1.989
H 21.663 33.283 0.505
H 19.621 35.438 1.194
H 19.649 34.341 -0.140
H 21.598 35.530 -1.014
H 19.194 37.064 -0.356
H 19.547 36.053 -1.693
H 19.558 38.100 -2.487
H 21.289 37.576 -2.406
H 21.089 40.366 -2.480
H 20.807 41.020 -0.831
H 19.454 40.395 -1.809
C 16.443 31.547 1.538
O 16.366 32.796 2.149
C 16.657 33.986 1.467
C 17.116 35.023 2.437
N 18.347 34.709 3.167
C 18.725 35.597 4.296
C 19.820 34.995 5.198
O 20.929 34.718 4.417
C 21.830 33.875 5.169
H 16.206 30.640 2.093
H 17.476 31.323 1.272
H 15.865 31.641 0.618
H 15.805 34.246 0.840
H 17.459 33.690 0.791
H 16.318 35.353 3.103
H 17.243 35.909 1.814
H 18.400 33.754 3.490
H 17.861 35.744 4.944
H 19.038 36.594 3.988
H 19.408 34.064 5.588
H 20.044 35.616 6.066
H 22.699 33.502 4.627
H 21.350 32.965 5.530
H 22.163 34.403 6.063

[5]
111
Properties=species:S:1:pos:R:3 method="wB97M-V/def2-TZVPD" max_force_ev_per_a=1.7 homo_ev=-4.750 total_charge=-1 total_energy_ha=-3098.60784
C 2.072 -1.734 1.021
C 0.984 -0.688 0.713
C 1.031 -0.307 -0.782
C 0.292 1.002 -1.077
C -1.248 0.867 -0.942
C -1.887 1.847 0.065
B -3.514 2.107 -0.104
C -4.436 1.095 0.825
C -4.549 -0.300 0.164
C -4.034 -1.479 1.000
C -4.286 -2.798 0.256
O -3.043 -3.533 0.044
C -2.672 -3.712 -1.240
C -1.335 -3.111 -1.575
O -3.336 -4.304 -2.023
H 1.943 -2.614 0.381
H 3.054 -1.298 0.797
H 2.073 -2.024 2.075
H 1.194 0.200 1.317
H 0.016 -1.127 0.961
H 0.619 -1.126 -1.377
H 2.097 -0.219 -1.043
H 0.694 1.816 -0.464
H 0.510 1.245 -2.130
H -1.483 -0.153 -0.612
H -1.711 1.088 -1.910
H -1.627 1.488 1.076
H -1.392 2.819 -0.066
H -3.829 1.870 -1.288
H -3.802 3.281 0.125
H -4.039 0.997 1.845
H -5.451 1.515 0.872
H -3.969 -0.302 -0.768
H -5.597 -0.516 -0.083
H -2.952 -1.374 1.147
H -4.531 -1.511 1.974
H -4.716 -2.587 -0.729
H -5.003 -3.447 0.767
H -0.747 -3.852 -2.123
H -1.504 -2.237 -2.211
H -0.805 -2.784 -0.680
C 3.224 -4.475 -3.678
N 3.046 -3.590 -2.497
O 2.195 -2.731 -2.520
O 3.818 -3.783 -1.575
H 2.502 -4.194 -4.436
H 4.246 -4.324 -4.008
H 3.080 -5.500 -3.350
C -2.961 7.097 0.854
N -2.916 5.707 1.383
O -3.673 5.400 2.285
O -2.092 4.997 0.858
H -3.708 7.669 1.393
H -1.965 7.502 0.989
H -3.199 7.027 -0.203
C -6.102 2.443 4.078
N -5.786 1.072 4.567
O -5.772 0.186 3.750
O -5.546 0.941 5.758
H -6.267 2.384 3.009
H -6.983 2.782 4.615
H -5.246 3.072 4.307
C 8.320 -4.457 -3.540
N 6.941 -4.573 -4.087
O 6.131 -5.217 -3.452
O 6.704 -4.002 -5.134
H 8.361 -5.004 -2.608
H 8.994 -4.867 -4.287
H 8.516 -3.401 -3.383
C 3.355 2.082 -3.558
N 3.281 3.030 -2.409
O 2.482 3.941 -2.477
O 4.033 2.830 -1.475
H 2.631 2.390 -4.302
H 4.372 2.142 -3.936
H 3.132 1.091 -3.181
C 5.892 -2.482 0.501
N 7.344 -2.592 0.190
O 8.129 -1.950 0.853
O 7.656 -3.327 -0.732
H 5.769 -1.793 1.328
H 5.396 -2.124 -0.395
H 5.533 -3.476 0.750
C 0.432 -0.969 -6.391
N 1.194 0.112 -5.706
O 1.127 1.234 -6.162
O 1.829 -0.211 -4.725
H -0.085 -0.535 -7.238
H 1.150 -1.722 -6.699
H -0.263 -1.378 -5.663
C -3.445 0.361 8.147
N -2.607 1.300 8.942
O -2.536 2.454 8.578
O -2.047 0.843 9.921
H -3.883 0.893 7.313
H -2.796 -0.441 7.806
H -4.210 -0.026 8.814
C -0.949 -4.533 2.680
N -0.222 -3.495 3.457
O -0.300 -2.346 3.083
O 0.412 -3.878 4.425
H -1.467 -4.048 1.862
H -0.208 -5.246 2.329
H -1.647 -5.013 3.359
C 1.451 7.192 -0.464
N 0.929 8.574 -0.246
O -0.255 8.691 -0.002
O 1.720 9.491 -0.328
H 0.629 6.493 -0.358
H 1.875 7.160 -1.463
H 2.221 7.019 0.281